Here is a cluster of 2 separate species, C4H6N2O in total from the OMol25 dataset. Energies are from ωB97M-V/def2-TZVPD.

Atoms and positions in Å:
1 C -1.960 -0.290 -0.910
2 O -1.014 -0.923 -0.244
3 C 0.207 -0.286 -0.193
4 C 0.674 0.924 -0.609
5 N 2.001 1.032 -0.262
6 C 2.307 -0.082 0.349
7 N 1.241 -0.932 0.424
8 H -2.468 1.121 0.531
9 H -2.758 0.864 1.172
10 H -2.840 -0.951 -0.740
11 H 0.136 1.701 -1.130
12 H 3.277 -0.339 0.754
13 H 1.198 -1.841 0.858

Summary:
Kohn-Sham gap (eV): 9.24
E (a.u.): -340.612317
LUMO level (eV): 0.25
Total charge: 0



Here is a cluster of 2 separate species, C4H6N2O in total in a non-equilibrium geometry from the OMol25 dataset. Energies are from ωB97M-V/def2-TZVPD.

Atoms and positions in Å:
1 O 1.199 6.170 -4.393
2 H 0.443 6.125 -3.764
3 H 1.694 6.978 -4.129
4 N -0.715 1.185 2.491
5 N 0.000 0.000 0.000
6 C 0.322 0.325 2.430
7 C 0.669 -0.267 1.123
8 C -1.303 1.556 1.361
9 C -1.033 0.955 0.095
10 H 0.952 0.193 3.319
11 H 1.402 -1.074 0.992
12 H -2.168 2.213 1.521
13 H -1.462 1.177 -0.892

Summary:
Kohn-Sham gap (eV): 10.01
E (a.u.): -340.732754
SMILES: c1cnccn1.O
LUMO level (eV): 0.33
Total charge: 0



Here is an isolated molecule of C4H6N2O from the OMol25 dataset. Energies are from ωB97M-V/def2-TZVPD.

Atoms and positions in Å:
1 C 2.333 -0.248 -0.089
2 C 0.969 -0.730 -0.254
3 N 0.083 -0.660 -1.095
4 C -1.162 -0.241 -0.955
5 C -1.420 0.312 0.342
6 O -2.662 0.744 0.697
7 N -0.413 0.374 1.148
8 H 3.034 -0.870 -0.642
9 H 2.578 -0.327 0.958
10 H 2.476 0.775 -0.418
11 H -1.885 -0.390 -1.742
12 H -3.277 0.553 -0.026
13 H -0.654 0.708 2.078

Summary:
Kohn-Sham gap (eV): 8.34
E (a.u.): -340.683721
LUMO level (eV): 0.71
Total charge: 0



Here is an isolated molecule of C4H6N2O from the OMol25 dataset. Energies are from ωB97M-V/def2-TZVPD.

Atoms and positions in Å:
1 C 2.259 0.326 -0.484
2 O 1.347 -0.758 -0.311
3 C 0.076 -0.399 -0.036
4 C -1.008 -1.229 0.118
5 N -2.050 -0.365 0.422
6 C -1.552 0.888 0.429
7 N -0.271 0.904 0.154
8 H 2.457 0.471 -1.552
9 H 3.179 0.061 0.038
10 H 1.855 1.253 -0.075
11 H -1.146 -2.297 0.050
12 H -3.005 -0.623 0.609
13 H -2.140 1.769 0.639

Summary:
Kohn-Sham gap (eV): 9.00
E (a.u.): -340.754170
SMILES: COc1c[nH]cn1
LUMO level (eV): 0.95
Total charge: 0



Here is an isolated molecule of C4H6N2O from the OMol25 dataset. Energies are from ωB97M-V/def2-TZVPD.

Atoms and positions in Å:
1 N -2.235 -0.478 0.146
2 C -0.924 0.012 0.058
3 C -0.314 1.213 -0.214
4 C 1.103 0.991 -0.238
5 C 1.290 -0.342 0.032
6 O 2.388 -1.134 0.144
7 N 0.084 -0.926 0.208
8 H -2.811 -0.376 -0.672
9 H -2.727 -0.340 1.013
10 H -0.807 2.162 -0.384
11 H 1.878 1.720 -0.436
12 H 3.162 -0.609 -0.088
13 H -0.087 -1.893 0.431

Summary:
Kohn-Sham gap (eV): 8.41
E (a.u.): -340.761530
SMILES: Nc1ccc(O)[nH]1
LUMO level (eV): 0.89
Total charge: 0



Here is a structure of composition C4H6N2O in a non-equilibrium geometry from the OMol25 dataset. Energies are from ωB97M-V/def2-TZVPD.

Atoms and positions in Å:
1 C 0.920 -0.477 0.337
2 C -0.405 0.233 0.846
3 C -1.407 -0.045 -1.268
4 C 0.475 0.817 -0.227
5 H 2.917 -0.158 0.919
6 H 0.558 -1.243 -0.495
7 H -0.013 0.917 1.656
8 H -2.061 -0.994 0.754
9 H -2.183 -0.182 -2.151
10 H 1.020 1.854 -0.262
11 N -1.611 -0.171 0.155
12 N -0.192 0.386 -1.474
13 O 1.981 -0.937 1.210

Summary:
Kohn-Sham gap (eV): 8.65
E (a.u.): -340.571618
LUMO level (eV): 0.51
Total charge: 0